Here is C3H2BrClO in the gas phase at a distorted geometry from OMol25. Energies are from the ωB97M-V functional and the def2-TZVPD basis.

Cartesian coordinates (Å):
C  0.1116  1.1729  0.0991
C  0.4478  -1.2511  -0.0163
C  -0.3939  -0.1054  0.1403
O  0.1230  -2.3950  0.0998
Cl  -0.7849  2.5701  0.1035
Br  -2.1739  -0.3442  0.1000
H  1.2041  1.1653  -0.2842
H  1.4663  -0.8126  -0.2422

HOMO = -9.7 eV
energy above the lowest of the compared OMol25 structures with the same formula, charge and spin = 13.26 kcal per mole
electronic energy = -3224.90699 a.u.
HOMO-LUMO gap = 9.12 eV
total charge = 0
SMILES = O=C/C(Br)=C/Cl
lowest unoccupied orbital energy = -0.5 eV


Here is 2 unconnected molecules or ions with the total composition C3H2BrClO2 at a distorted geometry from OMol25. Energies are from the ωB97M-V functional and the def2-TZVPD basis.

Cartesian coordinates (Å):
C  -1.0308  -0.0478  -0.0555
C  -1.3710  -2.4501  -0.3785
C  -1.8070  -1.2380  -0.0003
O  0.1257  0.0399  -0.3292
O  -0.7718  -3.3680  -0.7195
Cl  -3.4950  -1.0543  0.5727
Br  3.3315  -0.7745  0.1299
H  -1.4729  0.9361  0.3002
H  2.0604  -1.0723  -0.5478

HOMO = -10.1 eV
energy above the lowest of the compared OMol25 structures with the same formula, charge and spin = 19.26 kcal per mole
electronic energy = -3300.14456 a.u.
HOMO-LUMO gap = 9.09 eV
total charge = 0
SMILES = O=C=C(Cl)C=O.Br
lowest unoccupied orbital energy = -1.0 eV


Here is C3H2BrF3 in the gas phase at a distorted geometry from OMol25. Energies are from the ωB97M-V functional and the def2-TZVPD basis.

Cartesian coordinates (Å):
C  -0.4019  -0.3620  0.0779
C  1.0359  -1.1176  0.2776
C  -0.6876  0.9784  -0.2045
F  -1.4951  -1.0931  0.4460
F  0.9588  -2.3991  0.5860
F  0.3695  1.7452  0.1280
Br  2.5623  -0.2551  -0.2341
H  -0.6764  1.1260  -1.3943
H  -1.6655  1.3773  0.3175

HOMO = -8.4 eV
energy above the lowest of the compared OMol25 structures with the same formula, charge and spin = 71.68 kcal per mole
electronic energy = -2988.98713 a.u.
HOMO-LUMO gap = 8.62 eV
total charge = 0
SMILES = FC/C(F)=C(/F)Br
lowest unoccupied orbital energy = 0.2 eV


Here is 2 unconnected molecules or ions with the total composition C3H2BrNO2 at a distorted geometry from OMol25. Energies are from the ωB97M-V functional and the def2-TZVPD basis.

Cartesian coordinates (Å):
C  3.1353  -1.7863  -0.5154
C  -0.0026  -1.2948  0.8036
C  -0.3125  -0.2116  0.1948
N  3.5355  -0.6673  -0.6656
O  2.9215  -2.9139  -0.5559
O  0.1448  -2.2910  1.3264
Br  3.6144  0.8507  0.2503
H  -0.2284  0.7541  0.8379
H  -0.3877  -0.3511  -0.8561

HOMO = -9.5 eV
energy above the lowest of the compared OMol25 structures with the same formula, charge and spin = 43.36 kcal per mole
electronic energy = -2894.67893 a.u.
HOMO-LUMO gap = 9.37 eV
total charge = 0
SMILES = O=C=NBr.C=C=O
lowest unoccupied orbital energy = -0.1 eV


Here is a molecular structure, C3H2BrNS at a distorted geometry from OMol25. Energies are from the ωB97M-V functional and the def2-TZVPD basis.

Cartesian coordinates (Å):
C  -0.0949  0.6104  -0.6420
C  -1.4340  0.5497  1.3444
C  0.2901  1.0941  -1.7298
N  -0.2848  0.8767  0.5432
S  -2.6065  -0.7459  1.3734
Br  -1.0098  -0.4604  -2.8071
H  -1.5112  1.5232  1.7346
H  0.7273  1.9441  -2.2902

HOMO (spin up / spin down) = -8.9 / -8.9 eV
energy above the lowest of the compared OMol25 structures with the same formula, charge and spin = 97.22 kcal per mole
electronic energy = -3142.27141 a.u.
HOMO-LUMO gap (spin up / spin down) = 6.85 / 6.85 eV
total charge = 0
lowest unoccupied orbital energy (spin up / spin down) = -2.1 / -2.1 eV


Here is a gas-phase ion, C3H2BrO2S (charge -1) at a distorted geometry from OMol25. Energies are from the ωB97M-V functional and the def2-TZVPD basis.

Cartesian coordinates (Å):
C  -1.3740  -0.5261  0.9506
C  0.3298  0.3547  -0.9976
C  -0.9123  0.0760  -0.3541
O  2.6304  -0.8758  -1.3981
O  -0.6323  -0.9502  1.8513
S  1.8105  -0.2848  -0.2997
Br  2.3553  1.8745  0.0455
H  -2.4254  -0.2525  1.0242
H  -1.7820  0.5842  -0.8222

HOMO = -3.6 eV
energy above the lowest of the compared OMol25 structures with the same formula, charge and spin = 5.75 kcal per mole
electronic energy = -3238.14015 a.u.
HOMO-LUMO gap = 6.93 eV
total charge = -1
SMILES = O=S(Br)#C/C=C\[O-]
lowest unoccupied orbital energy = 3.3 eV


Here is 2 unconnected molecules or ions with the total composition C3H2Cl2F2 at a distorted geometry from OMol25. Energies are from the ωB97M-V functional and the def2-TZVPD basis.

Cartesian coordinates (Å):
C  -1.1702  0.1114  0.2606
C  -1.3137  -1.1698  0.3910
C  1.5720  0.9947  -0.2125
F  -2.5302  -1.7071  0.7257
F  2.2913  -0.1804  -0.1329
Cl  -0.0217  -2.2665  0.1567
Cl  1.5136  1.4861  -1.8043
H  -1.8783  0.9181  0.0955
H  1.5373  1.8136  0.5202

HOMO (spin up / spin down) = -9.9 / -8.8 eV
energy above the lowest of the compared OMol25 structures with the same formula, charge and spin = 107.06 kcal per mole
electronic energy = -1235.43203 a.u.
HOMO-LUMO gap (spin up / spin down) = 9.79 / 7.90 eV
total charge = 0
lowest unoccupied orbital energy (spin up / spin down) = -0.2 / -0.9 eV


Here is 2 unconnected molecules or ions with the total composition C3H2Cl2N2 at a distorted geometry from OMol25. Energies are from the ωB97M-V functional and the def2-TZVPD basis.

Cartesian coordinates (Å):
C  1.5152  0.2868  -0.9681
C  -0.7944  -0.7743  0.3101
C  0.5783  0.9361  -0.1453
N  2.4274  -0.2439  -1.4903
N  -1.7844  -0.6395  -0.3914
Cl  -0.2675  -1.3726  1.6923
Cl  1.3808  1.2361  1.3975
H  -0.2700  1.5447  -0.3182
H  -2.7854  -0.9734  -0.0866

HOMO (spin up / spin down) = -9.0 / -9.0 eV
energy above the lowest of the compared OMol25 structures with the same formula, charge and spin = 91.16 kcal per mole
electronic energy = -1145.27391 a.u.
HOMO-LUMO gap (spin up / spin down) = 8.21 / 8.22 eV
total charge = 0
lowest unoccupied orbital energy (spin up / spin down) = -0.7 / -0.7 eV


Here is C3H2Cl2N2 in the gas phase from OMol25. Energies are from the ωB97M-V functional and the def2-TZVPD basis.

Cartesian coordinates (Å):
C  0.7624  -0.7632  0.4136
C  -1.0770  0.2442  0.7404
C  0.5882  0.0258  -0.6741
H  -1.9806  0.6287  1.1483
H  -1.0345  1.3318  -1.1073
N  -0.2699  -0.6306  1.2967
N  -0.6014  0.6855  -0.4578
Cl  2.0922  -1.8061  0.7126
Cl  1.5206  0.2839  -2.0725

HOMO = -8.9 eV
energy above the lowest of the compared OMol25 structures with the same formula, charge and spin = 0.17 kcal per mole
electronic energy = -1145.41892 a.u.
HOMO-LUMO gap = 9.55 eV
total charge = 0
SMILES = Clc1nc[nH]c1Cl
lowest unoccupied orbital energy = 0.6 eV


Here is 2 unconnected molecules or ions with the total composition C3H2Cl2O2 at a distorted geometry from OMol25. Energies are from the ωB97M-V functional and the def2-TZVPD basis.

Cartesian coordinates (Å):
C  -1.3658  0.1964  1.2432
C  -0.4002  -0.6477  1.5980
C  0.8029  0.1573  -1.7372
O  -2.1727  1.0052  1.0606
O  -0.1908  -0.3637  -2.1052
Cl  0.8089  1.5738  -0.7279
Cl  2.4056  -0.2898  -2.1623
H  0.5074  -0.1926  1.9133
H  -0.3953  -1.4388  0.9175

HOMO = -9.4 eV
energy above the lowest of the compared OMol25 structures with the same formula, charge and spin = 34.31 kcal per mole
electronic energy = -1186.33621 a.u.
HOMO-LUMO gap = 9.70 eV
total charge = 0
SMILES = O=C(Cl)Cl.C=C=O
lowest unoccupied orbital energy = 0.3 eV


Here is C3H2Cl3F3N4 in the gas phase at a distorted geometry from OMol25. Energies are from the ωB97M-V functional and the def2-TZVPD basis.

Cartesian coordinates (Å):
C  -0.6636  0.2513  -0.5355
C  -0.2468  -0.2300  -1.9203
C  0.0925  -0.7470  1.6268
N  -0.5559  1.7038  -0.6536
N  0.3616  2.1585  0.0573
N  0.9058  1.2041  0.7766
N  0.4557  -0.1035  0.4750
F  -1.3158  -0.4161  -2.6909
F  0.5570  0.5221  -2.5609
F  0.2915  -1.4846  -1.8391
Cl  1.4826  -1.4357  2.3339
Cl  -0.7920  0.1462  2.9385
Cl  -0.8677  -2.2925  1.0218
H  -1.5474  -0.4445  -0.2832
H  1.8426  1.1679  1.2535

HOMO = -9.8 eV
electronic energy = -2014.60217 a.u.
HOMO-LUMO gap = 9.67 eV
total charge = 0
SMILES = FC(F)(F)[C@@H]1N=NNN1C(Cl)(Cl)Cl
lowest unoccupied orbital energy = -0.2 eV


Here is 2 unconnected molecules or ions with the total composition C3H2Cl4 at a distorted geometry from OMol25. Energies are from the ωB97M-V functional and the def2-TZVPD basis.

Cartesian coordinates (Å):
C  -0.7131  1.0084  0.2895
C  0.0524  1.4661  -0.6606
C  -0.2795  1.1081  -3.2126
Cl  1.2698  2.5478  -0.6331
Cl  0.4783  -0.2822  -3.7223
Cl  0.6576  2.5507  -3.7458
Cl  -1.9162  1.2552  -3.3489
H  -0.3857  1.1744  1.2379
H  -1.2617  0.1402  0.2066

HOMO (spin up / spin down) = -8.7 / -8.9 eV
energy above the lowest of the compared OMol25 structures with the same formula, charge and spin = 80.40 kcal per mole
electronic energy = -1956.10750 a.u.
HOMO-LUMO gap (spin up / spin down) = 8.09 / 8.19 eV
total charge = 0
lowest unoccupied orbital energy (spin up / spin down) = -0.6 / -0.7 eV